# 1
C45H66ClN2W as an isolated structure in a non-equilibrium geometry. Source: OMol25; level of theory: ωB97M-V/def2-TZVPD.

Structure (ORCA input):
```
! wB97M-V def2-TZVPD RIJCOSX def2/J DEFGRID3
* xyz 1 1
W -0.289 -0.316 0.020
C -0.997 1.363 1.556
C 0.130 2.210 1.371
C 0.093 2.674 -0.002
C -1.022 2.076 -0.598
C -1.790 1.342 0.364
C -3.318 1.556 0.426
C -3.493 3.054 0.756
C -3.980 0.779 1.565
C -4.036 1.308 -0.901
C 0.898 3.742 -0.760
C 0.851 5.095 -0.030
C 0.259 4.008 -2.133
C 2.356 3.358 -1.015
C 0.884 2.714 2.613
C 2.393 2.891 2.445
C 0.223 4.043 3.049
C 0.663 1.779 3.811
H -1.347 1.008 2.511
H -1.367 2.268 -1.600
H -2.948 3.324 1.664
H -4.549 3.281 0.915
H -3.131 3.684 -0.059
H -3.574 1.083 2.532
H -3.884 -0.302 1.482
H -5.048 1.009 1.581
H -3.561 1.865 -1.712
H -5.062 1.674 -0.820
H -4.080 0.260 -1.183
H -0.157 5.340 0.307
H 1.173 5.873 -0.724
H 1.526 5.131 0.819
H -0.749 4.418 -2.040
H 0.209 3.111 -2.751
H 0.868 4.740 -2.666
H 2.829 2.885 -0.159
H 2.930 4.250 -1.278
H 2.425 2.673 -1.853
H 2.651 3.665 1.729
H 2.870 1.957 2.137
H 2.824 3.185 3.404
H 0.434 4.879 2.395
H 0.590 4.299 4.045
H -0.861 3.926 3.117
H 0.989 0.768 3.603
H -0.379 1.763 4.133
H 1.250 2.149 4.652
Cl -1.382 -4.890 -1.158
C -1.522 -4.441 0.534
C -2.359 -5.232 1.309
C -2.517 -4.945 2.652
C -1.830 -3.870 3.205
C -0.998 -3.102 2.412
C -0.819 -3.353 1.046
C 0.088 -2.475 0.249
H -2.872 -6.067 0.853
H -3.166 -5.559 3.261
H -1.934 -3.639 4.257
H -0.463 -2.267 2.849
H 0.224 -2.885 -0.751
H 1.074 -2.479 0.720
C -0.112 -2.792 -3.921
N -1.218 -2.127 -4.668
C -2.221 -3.137 -5.113
C -1.829 -0.947 -3.898
C -2.419 -1.324 -2.569
C -3.687 -1.921 -2.606
C -4.334 -2.356 -1.463
C -3.743 -2.127 -0.229
C -2.537 -1.455 -0.216
C -1.813 -1.062 -1.331
H 0.288 -3.592 -4.541
H -0.522 -3.189 -2.997
H 0.652 -2.056 -3.708
H -0.814 -1.718 -5.510
H -2.612 -3.639 -4.233
H -1.715 -3.850 -5.759
H -3.017 -2.633 -5.654
H -2.594 -0.555 -4.569
H -1.032 -0.215 -3.811
H -4.191 -2.035 -3.559
H -5.300 -2.838 -1.533
H -4.223 -2.435 0.691
H -2.138 -1.203 0.794
C 6.093 -1.220 1.805
C 4.602 -1.029 1.873
C 3.912 -1.243 3.053
C 2.531 -1.079 3.099
C 1.776 -1.463 4.343
C 1.884 -0.630 1.959
C 2.529 -0.453 0.722
C 3.910 -0.668 0.718
N 1.716 -0.163 -0.400
C 2.377 -0.280 -1.750
C 3.666 0.567 -1.946
C 2.722 -1.750 -2.032
C 1.390 0.199 -2.804
H 6.502 -1.484 2.779
H 6.591 -0.311 1.464
H 6.352 -2.017 1.106
H 4.443 -1.564 3.942
H 2.349 -1.223 5.238
H 1.594 -2.541 4.349
H 0.806 -0.971 4.418
H 0.801 -0.482 2.039
H 4.494 -0.580 -0.179
H 4.544 -0.069 -2.062
H 3.856 1.252 -1.127
H 3.589 1.159 -2.860
H 3.456 -2.130 -1.323
H 3.147 -1.855 -3.034
H 1.842 -2.385 -1.949
H 0.441 -0.311 -2.689
H 1.804 0.024 -3.803
H 1.192 1.264 -2.705
*
```

strongest force on any atom = 0.025 Eh/bohr
Kohn-Sham gap (alpha / beta) = 6.892 / 6.892 eV
E = -2390.77245 Ha
LUMO level (alpha / beta) = -2.67 / -2.67 eV
highest occupied orbital energy (alpha / beta) = -9.563 / -9.559 eV

Löwdin population analysis, charges in e, atoms 1 to 8: number 1, W, carries 1.57; number 2, C, carries -0.16; number 3, C, carries -0.08; number 4, C, carries -0.08; number 5, C, carries -0.09; number 6, C, carries -0.39; number 7, C, carries -0.51; number 8, C, carries -0.03

***

# 2
C45H66N3NiPS4Si as an isolated structure in a non-equilibrium geometry. Source: OMol25; level of theory: ωB97M-V/def2-TZVPD.

Structure (ORCA input):
```
! wB97M-V def2-TZVPD RIJCOSX def2/J DEFGRID3
* xyz 0 3
Ni -0.089 0.345 -0.280
C -4.182 -1.444 -1.150
C -4.028 -1.407 -2.633
C -5.026 -1.952 -3.425
C -4.914 -1.992 -4.803
C -3.771 -1.495 -5.402
C -2.769 -0.936 -4.626
C -2.892 -0.852 -3.242
P -1.675 0.066 -2.207
C -0.522 0.611 -3.549
C 0.609 -0.210 -3.527
C 1.614 -0.106 -4.472
C 1.500 0.844 -5.472
C 0.395 1.679 -5.490
C -0.622 1.595 -4.539
C -1.763 2.557 -4.638
C -2.849 1.380 -1.697
C -3.866 1.915 -2.470
C -4.619 2.975 -1.994
C -4.356 3.496 -0.735
C -3.416 2.909 0.081
C -2.701 1.780 -0.348
C -1.901 0.989 0.556
H -5.165 -1.818 -0.877
H -4.058 -0.456 -0.717
H -3.424 -2.098 -0.725
H -5.908 -2.354 -2.947
H -5.711 -2.410 -5.399
H -3.662 -1.531 -6.477
H -1.882 -0.560 -5.116
H 0.691 -0.941 -2.731
H 2.481 -0.750 -4.428
H 2.267 0.948 -6.227
H 0.305 2.415 -6.279
H -2.660 2.041 -4.974
H -1.526 3.338 -5.356
H -1.974 3.010 -3.674
H -4.076 1.514 -3.450
H -5.399 3.400 -2.606
H -4.918 4.350 -0.384
H -3.262 3.284 1.084
H -2.228 -0.058 0.567
H -1.900 1.390 1.574
C 1.528 4.086 -3.277
C 0.462 4.352 -2.233
S -0.118 2.886 -1.275
C 0.349 3.420 0.400
C 1.830 3.196 0.605
S 2.173 1.411 0.348
C 3.491 1.499 -0.906
C 3.020 1.886 -2.294
S 3.171 3.686 -2.599
H 1.688 4.995 -3.860
H 1.235 3.286 -3.956
H -0.428 4.737 -2.732
H 0.809 5.091 -1.515
H -0.226 2.773 1.067
H 0.044 4.457 0.553
H 2.138 3.472 1.615
H 2.423 3.761 -0.112
H 3.895 0.488 -0.919
H 4.259 2.180 -0.534
H 1.982 1.603 -2.452
H 3.631 1.386 -3.046
C -0.799 -3.538 -2.073
Si -0.123 -2.982 -0.366
C -1.534 -3.013 0.922
C 1.029 -4.394 0.218
N 0.757 -1.495 -0.500
C 2.132 -1.670 -0.492
C 2.946 -1.410 0.621
C 4.309 -1.636 0.584
C 4.912 -2.157 -0.548
C 4.121 -2.454 -1.645
C 2.765 -2.217 -1.622
H -1.386 -4.446 -1.967
H 0.019 -3.755 -2.754
H -1.425 -2.783 -2.540
H -2.258 -3.779 0.663
H -2.044 -2.062 1.003
H -1.127 -3.250 1.898
H 0.445 -5.259 0.516
H 1.634 -4.087 1.066
H 1.708 -4.703 -0.570
H 2.485 -1.042 1.525
H 4.912 -1.432 1.460
H 5.974 -2.344 -0.574
H 4.571 -2.893 -2.525
H 2.164 -2.498 -2.473
C 0.852 -2.974 4.616
C -0.587 -3.336 4.959
C -1.393 -2.173 5.544
C -1.569 -0.988 4.587
N -0.480 -0.045 4.669
C 0.278 0.342 3.633
S 0.160 -0.424 2.140
N 1.154 1.359 3.787
C 1.642 1.973 5.001
C 3.103 1.600 5.282
C 3.317 0.108 5.541
C 2.834 -0.344 6.914
H 1.392 -3.862 4.295
H 1.359 -2.560 5.485
H 0.885 -2.253 3.804
H -0.587 -4.147 5.693
H -1.095 -3.701 4.064
H -0.911 -1.822 6.462
H -2.386 -2.541 5.814
H -2.499 -0.456 4.826
H -1.615 -1.335 3.554
H -0.362 0.401 5.566
H 1.733 1.502 2.969
H 1.013 1.687 5.844
H 1.570 3.062 4.887
H 3.452 2.179 6.140
H 3.697 1.899 4.416
H 4.385 -0.100 5.461
H 2.815 -0.469 4.764
H 3.283 0.263 7.697
H 3.114 -1.381 7.081
H 1.752 -0.274 7.007
*
```

strongest force on any atom = 0.025 Eh/bohr
relative energy (zero: lowest compared OMol25 entry of this formula, charge and spin) = 0.437 eV
Kohn-Sham gap (alpha / beta) = 6.786 / 7.224 eV
E = -5650.51161 Ha
LUMO level (alpha / beta) = 0.32 / 0.20 eV
highest occupied orbital energy (alpha / beta) = -6.469 / -7.028 eV
expectation value of S² = 2.01

Löwdin population analysis, charges in e, atoms 1 to 8: number 1, Ni, carries 0.19; number 2, C, carries -0.03; number 3, C, carries -0.28; number 4, C, carries -0.04; number 5, C, carries -0.08; number 6, C, carries -0.08; number 7, C, carries -0.08; number 8, C, carries -0.31